This record from the OMol25 dataset describes an isolated molecule of C4H5NO. The level of theory is ωB97M-V/def2-TZVPD.

## Properties
Energy relative to the best compared isomer or geometry (same formula, charge and spin): 141.58 kJ/mol
Lowest unoccupied orbital energy: 0.953 eV
E: -7765.0590 eV
HOMO-LUMO gap: 10.663 eV

The geometry in ORCA input format:
```
! wB97M-V def2-TZVPD RIJCOSX def2/J DEFGRID3
* xyz 0 1
C -2.37534 -0.02354 0.28985
C -0.96357 0.32499 0.23946
C 0.24345 0.32504 0.23115
C 1.51162 -0.40243 0.20942
O 1.54250 -1.54655 0.62376
N 2.58463 0.20948 -0.35072
H -2.57857 -0.68739 -0.55711
H -3.06403 0.82126 0.25554
H -2.54072 -0.59477 1.20875
H 3.44482 -0.31563 -0.34842
H 2.59742 1.19623 -0.54436
*
```

This record from the OMol25 dataset describes an isolated molecule of C15H20N2O5. The level of theory is ωB97M-V/def2-TZVPD.

## Properties
Energy relative to the best compared isomer or geometry (same formula, charge and spin): 14.47 kJ/mol
Lowest unoccupied orbital energy: 0.703 eV
E: -29098.3445 eV
HOMO-LUMO gap: 8.604 eV

The geometry in ORCA input format:
```
! wB97M-V def2-TZVPD RIJCOSX def2/J DEFGRID3
* xyz 0 1
C 4.96481 0.60301 1.02638
H 5.69641 1.37764 1.25161
O 3.74925 1.06005 1.56265
C 2.64539 0.25968 1.43995
C 1.47058 0.74762 2.00789
C 0.29229 0.02896 1.94218
C 0.27003 -1.20537 1.30151
C 1.43913 -1.68865 0.72159
C 2.61685 -0.96856 0.78730
H 3.50324 -1.37864 0.33009
H 1.40352 -2.63922 0.21449
O -0.82743 -2.01102 1.17963
C -1.94663 -1.81466 2.00549
H -2.40658 -2.80502 2.07826
H -1.65168 -1.48452 3.00788
C -3.01008 -0.82486 1.47288
O -2.78020 0.43789 2.03935
H -3.14843 1.13130 1.46411
H -3.98821 -1.19893 1.82724
C -3.08858 -0.81395 -0.06789
N -2.09509 0.01105 -0.72045
C -1.11915 -0.45900 -1.55812
O -0.88685 -1.60914 -1.81205
C -0.43638 0.77352 -2.16458
N -1.21125 1.84197 -1.57513
C -2.18292 1.40643 -0.75467
O -3.00960 2.06501 -0.16505
H -1.03545 2.81824 -1.73637
C 1.03466 0.84547 -1.76236
H 1.52926 -0.08043 -2.04175
H 1.52163 1.67787 -2.26588
H 1.12607 0.97659 -0.68718
C -0.59564 0.73783 -3.68651
H -0.15139 -0.17660 -4.06965
H -0.10011 1.59355 -4.13905
H -1.64863 0.75484 -3.95940
H -2.94791 -1.83051 -0.44178
H -4.07437 -0.43882 -0.36416
H -0.60353 0.44152 2.37854
H 1.49879 1.70521 2.50363
H 5.28168 -0.33765 1.48867
H 4.90250 0.47030 -0.05929
*
```

This record from the OMol25 dataset describes an isolated molecule of C17H25N3O4S. The level of theory is ωB97M-V/def2-TZVPD.

## Properties
Energy relative to the best compared isomer or geometry (same formula, charge and spin): 260.98 kJ/mol
Lowest unoccupied orbital energy: 0.549 eV
E: -41529.6255 eV
HOMO-LUMO gap: 9.359 eV

The geometry in ORCA input format:
```
! wB97M-V def2-TZVPD RIJCOSX def2/J DEFGRID3
* xyz 0 1
C 1.59547 3.80897 -5.82511
C 2.53576 3.21603 -6.53609
C 3.02883 1.81374 -6.32912
N 2.54860 1.19996 -5.11663
C 1.63538 0.19571 -5.12931
O 1.24789 -0.32297 -6.15864
C 1.14558 -0.22440 -3.78627
C 1.91060 -0.14010 -2.63007
C 1.40014 -0.53897 -1.40694
C 0.10005 -1.02858 -1.31744
C -0.66207 -1.13821 -2.48455
C -0.14277 -0.75057 -3.69735
H -0.72381 -0.84172 -4.60223
H -1.66061 -1.53750 -2.40523
O -0.51771 -1.44341 -0.18141
C 0.11732 -1.30697 1.07907
C 0.09408 0.14510 1.57047
C 0.67508 0.21917 2.98332
N -0.00333 -0.66250 3.90085
S -1.30200 -0.04406 4.72039
O -1.69600 -1.04013 5.66540
O -0.90788 1.25013 5.18018
N -2.52506 0.13405 3.56000
C -2.89922 1.49999 3.26856
H -2.00772 2.11774 3.31652
H -3.33035 1.54638 2.26679
H -3.62831 1.88615 3.98931
C -3.65555 -0.75278 3.72202
H -4.14311 -0.89036 2.75521
H -4.38488 -0.35677 4.43717
H -3.29327 -1.70665 4.09266
C -0.08108 -2.03685 3.46835
C -0.66809 -2.17604 2.06293
H -0.63243 -3.21805 1.74373
H -1.70593 -1.84563 2.05513
H 0.93232 -2.45383 3.49099
H -0.68993 -2.56019 4.20468
H 1.73447 -0.06246 2.96636
H 0.58764 1.22397 3.39544
H 0.66365 0.79070 0.90034
H -0.94203 0.48333 1.57863
H 1.15371 -1.67239 1.02173
H 2.03212 -0.46931 -0.53538
H 2.93161 0.21218 -2.67130
H 2.74518 1.68109 -4.25418
H 2.68197 1.18050 -7.15376
H 4.12638 1.80966 -6.33414
H 3.01839 3.73563 -7.35271
H 1.28163 4.81743 -6.03084
H 1.08578 3.30956 -5.01718
*
```

This record from the OMol25 dataset describes an isolated molecule of C5H8O. The level of theory is ωB97M-V/def2-TZVPD.

## Properties
Energy relative to the best compared isomer or geometry (same formula, charge and spin): 537.46 kJ/mol
Lowest unoccupied orbital energy: 0.278 eV
E: -7356.6849 eV
HOMO-LUMO gap: 8.607 eV

The geometry in ORCA input format:
```
! wB97M-V def2-TZVPD RIJCOSX def2/J DEFGRID3
* xyz 0 1
O 1.31451 0.90253 1.52892
C 0.78423 0.22169 0.45290
C 0.73412 0.75906 -0.94587
C -0.53568 0.60658 -0.14444
C -1.37672 -0.64864 -0.33554
C -0.42430 -1.73132 0.16499
H 2.27813 0.86899 1.46537
H 1.09098 1.77723 -1.07747
H 0.92658 0.08039 -1.77411
H -1.01936 1.52596 0.18041
H -2.30233 -0.57086 0.24782
H -1.64072 -0.80265 -1.38866
H -0.64150 -1.86591 1.24473
H 0.91813 -0.91228 0.41615
*
```

This record from the OMol25 dataset describes a structure of composition C15H25MnN2O5PS2. The level of theory is ωB97M-V/def2-TZVPD.

## Properties
⟨S²⟩: 6.240
Lowest unoccupied orbital energy (spin up / spin down): -5.046 / -3.120 eV
E: -91455.4685 eV
HOMO-LUMO gap (spin up / spin down): 6.095 / 8.195 eV

The geometry in ORCA input format:
```
! wB97M-V def2-TZVPD RIJCOSX def2/J DEFGRID3
* xyz 1 5
Mn 0.90076 -0.41065 -0.28066
O 2.65958 0.32504 3.23093
C 2.05246 0.64592 2.24484
O 1.83380 -0.23903 1.26591
C 1.50899 2.02698 2.05374
C 1.40511 2.81119 3.20122
C 0.95695 4.11783 3.13705
C 0.60865 4.65951 1.90730
C 0.69175 3.88950 0.75916
C 1.14297 2.57159 0.82046
S 1.25001 1.74250 -0.74854
H 1.69113 2.36445 4.14416
H 0.88904 4.71407 4.03771
H 0.26141 5.68280 1.83990
H 0.41317 4.30729 -0.20055
C 5.56163 -0.49326 0.19138
N 4.28022 -1.07353 -0.18634
C 3.72982 -0.95496 -1.37599
N 4.36304 -0.27198 -2.32322
S 2.21691 -1.72930 -1.73938
H 5.76659 -0.75805 1.22295
H 5.53692 0.59582 0.11688
H 6.36172 -0.88852 -0.43554
H 3.73148 -1.55249 0.51191
H 5.21072 0.23906 -2.14364
H 3.91609 -0.16763 -3.21786
C -4.11400 0.24611 -2.83002
C -3.44668 0.62349 -1.53430
O -2.86587 -0.56160 -0.89739
P -1.32431 -0.87383 -0.91646
O -1.04283 -1.25680 0.66359
C -1.61488 -0.49753 1.77672
C -2.91166 -1.11585 2.23162
O -1.13519 -2.28753 -1.57929
C -2.02733 -3.43217 -1.36427
C -2.95682 -3.58599 -2.54057
H -4.63307 1.11501 -3.23588
H -4.84774 -0.54357 -2.66556
H -3.38619 -0.09714 -3.56723
H -4.15892 1.01564 -0.81539
H -2.66286 1.36732 -1.68350
H -1.74059 0.54440 1.47520
H -0.86295 -0.53803 2.55979
H -3.69546 -1.00360 1.48401
H -3.23385 -0.62686 3.15288
H -2.77118 -2.17757 2.43903
H -2.56468 -3.28980 -0.42791
H -1.36385 -4.28529 -1.26034
H -3.58277 -2.70129 -2.66048
H -3.60483 -4.44831 -2.37826
H -2.39235 -3.74334 -3.45974
*
```

This record from the OMol25 dataset describes an isolated molecule of C4H7NO. The level of theory is ωB97M-V/def2-TZVPD.

## Properties
Energy relative to the best compared isomer or geometry (same formula, charge and spin): 240.98 kJ/mol
Lowest unoccupied orbital energy: 1.050 eV
E: -7797.1468 eV
HOMO-LUMO gap: 10.516 eV

The geometry in ORCA input format:
```
! wB97M-V def2-TZVPD RIJCOSX def2/J DEFGRID3
* xyz 0 1
O 0.24395 2.38270 -2.01707
C 0.17503 1.26068 -1.57404
C 0.67687 0.83335 -0.20676
N -0.42631 0.17118 0.45861
C -0.74609 -1.21666 0.19645
C -0.21387 -0.78612 1.51639
H -0.29252 0.43418 -2.15624
H 0.94795 1.73380 0.35332
H 1.58468 0.20871 -0.33705
H -0.08164 -1.82404 -0.42129
H -1.80447 -1.42139 0.05476
H -0.86514 -0.66961 2.37865
H 0.80156 -1.10677 1.75428
*
```

What are the max |F| values for these records? In order: 0.0139; 0.0130; 0.0210; 0.0078; 0.0174; 0.0159 Eh/bohr.